This record from the OMol25 dataset describes a single C13H11BrFN5 molecule. The level of theory is ωB97M-V/def2-TZVPD.

```
31
Properties=species:S:1:pos:R:3:lowdin_charge:R:1
Br -6.682 -0.081 0.000 0.75
F -1.715 1.351 1.385 -0.03
N 1.888 -1.840 0.376 0.18
N 1.622 -0.404 -0.063 0.05
N -0.711 -0.713 -0.205 0.15
N 3.861 -0.624 0.063 0.16
N 2.905 1.760 -0.116 0.18
C 0.358 0.128 -0.190 -0.28
C -2.804 -1.407 -0.669 -0.11
C 3.246 -1.763 0.351 -0.57
C 2.859 0.325 0.033 -0.18
C -3.909 0.422 0.795 -0.16
C 1.714 2.200 -0.266 -0.32
C -2.612 0.359 0.786 -0.05
C 1.565 3.691 -0.362 -0.04
C -1.952 -0.788 -0.155 -0.32
C -4.206 -1.365 -0.797 0.02
C -4.821 -0.330 0.170 -0.67
C 4.118 -2.725 0.237 -0.09
C 0.402 1.421 -0.300 0.02
H -0.631 2.169 -0.448 0.20
H 0.948 4.106 0.411 0.08
H 3.561 -3.748 0.488 0.12
H -0.344 -1.714 -0.023 0.20
H -4.391 1.434 1.449 0.21
H -2.394 -2.196 -1.206 0.13
H 4.874 -2.814 -0.366 0.02
H 4.688 -3.010 1.409 0.19
H -4.950 -1.949 -1.038 0.02
H 1.071 4.050 -1.454 0.16
H 2.443 4.054 -0.297 -0.02
```

* LUMO: -0.21 eV
* HOMO energy: -8.5186 eV
* frontier orbital gap: 8.31 eV
* SMILES: Cc1cc(Nc2ccc(Br)cc2F)n2nc(C)nc2n1
* spin multiplicity: 1

This record from the OMol25 dataset describes a molecular structure, C13H11Cl2F6NO7PdS3. The level of theory is ωB97M-V/def2-TZVPD.

```
44
Properties=species:S:1:pos:R:3:lowdin_charge:R:1
Pd -0.914 -0.197 -0.443 0.84
Cl 3.659 1.409 -1.307 0.78
Cl 1.479 6.255 -2.143 0.69
S -0.926 1.656 0.813 0.76
S -1.626 -3.152 -0.400 1.00
S 1.109 0.843 2.458 0.57
F -3.016 0.141 1.043 0.06
F -3.117 1.859 2.378 0.17
F 1.151 2.593 4.411 0.15
F 0.342 0.662 4.966 0.14
F -3.439 2.112 0.258 0.14
F 2.475 0.894 4.650 0.14
O -1.719 0.929 -2.764 0.04
O -0.975 -2.110 -1.340 -0.62
O 1.014 0.386 -2.183 -0.10
O 2.084 1.623 1.759 -0.28
O -0.750 3.008 0.314 -0.34
O 1.202 -0.592 2.418 -0.29
O 0.971 -0.046 -0.832 -0.27
N -0.396 1.361 2.263 -0.36
C 2.420 3.757 -1.761 -0.09
C 1.122 1.759 -2.172 -0.26
C 0.042 2.550 -2.575 -0.14
C -0.366 -5.506 -0.078 -0.23
C -1.297 2.043 -2.923 -0.20
C 0.178 3.930 -2.607 -0.06
C 2.310 2.369 -1.774 -0.56
C -1.110 -4.718 -1.151 -0.30
C -0.543 -3.355 1.036 -0.31
C 0.439 -4.473 0.707 -0.22
C 1.268 1.283 4.237 -0.69
C -2.743 1.470 1.182 -0.72
C 1.346 4.526 -2.173 -0.64
H 0.261 -6.273 -0.532 0.12
H -1.974 -5.219 -1.580 0.09
H -0.443 -4.391 -1.951 0.10
H 1.257 -4.081 0.102 0.13
H -0.079 -2.388 1.236 0.06
H -1.947 2.823 -3.359 0.13
H 3.335 4.225 -1.427 0.11
H 0.868 -4.890 1.617 0.12
H -1.196 -3.605 1.875 0.10
H -0.684 4.546 -2.834 0.12
H -1.075 -6.012 0.583 0.12
```

* LUMO (alpha / beta): -1.58 / -1.58 eV
* relative energy (zero: lowest compared OMol25 entry of this formula, charge and spin): 4.3122 eV
* HOMO energy (alpha / beta): -9.2181 / -9.2182 eV
* frontier orbital gap (alpha / beta): 7.64 / 7.64 eV
* spin multiplicity: 1

This record from the OMol25 dataset describes a single C13H11ClF3N5O2 molecule. The level of theory is ωB97M-V/def2-TZVPD.

```
35
Properties=species:S:1:pos:R:3:lowdin_charge:R:1
Cl -0.815 -0.342 2.433 0.75
F 4.706 0.389 -0.521 0.14
F 4.270 -1.079 0.992 0.14
F 3.566 -1.365 -1.018 0.12
O -3.787 -2.303 0.580 0.08
O -4.131 -0.212 0.233 0.04
N -3.466 -1.237 0.096 -0.35
N -1.066 2.213 0.889 0.04
N 0.991 2.095 -0.133 0.15
N -2.459 1.187 -1.216 0.07
N -0.570 0.050 -1.830 0.14
C -1.474 -2.319 -0.729 0.01
C 0.143 -1.047 -1.903 -0.12
C -2.256 -1.165 -0.636 -0.11
C 1.566 -0.297 1.156 -0.02
C 0.101 1.562 0.702 -0.37
C 2.137 1.483 -0.342 -0.07
C -1.834 2.464 -1.438 -0.15
C -1.555 3.160 -0.085 -0.15
C -1.765 0.039 -1.220 -0.26
C 2.477 0.285 0.269 -0.12
C -0.257 -2.272 -1.370 -0.05
C 0.378 0.349 1.382 -0.56
C 3.750 -0.428 -0.060 -0.59
H 1.091 -0.947 -2.415 0.11
H -0.893 2.281 -1.956 0.10
H 1.793 -1.234 1.642 0.13
H -3.351 1.165 -0.727 0.12
H 0.371 -3.142 -1.455 0.10
H -1.848 -3.227 -0.279 0.12
H -2.484 3.091 -2.051 0.12
H 2.809 1.970 -1.033 0.13
H -1.756 1.719 1.438 0.09
H -2.466 3.606 0.317 0.12
H -0.800 3.933 -0.232 0.11
```

* LUMO: -0.70 eV
* HOMO energy: -8.8084 eV
* frontier orbital gap: 8.11 eV
* SMILES: O=[N+]([O-])c1cccnc1NCCNc1ncc(C(F)(F)F)cc1Cl
* spin multiplicity: 1